# 1
Density functional theory data (ωB97M-V/def2-TZVPD) for a molecular structure, C14H23BHgN6 at a distorted geometry.

```
45
Properties=species:S:1:pos:R:3:lowdin_charge:R:1
H -0.1570 1.4344 3.4402 0.021
N -1.6155 -1.5631 -2.2922 0.013
C -2.4544 -2.4547 -2.8708 0.060
C -0.6500 -3.5097 -2.0907 -0.043
C -3.4076 0.6129 1.2600 0.106
H 1.4693 2.4291 -4.4314 0.105
C -1.8770 -3.7214 -2.7697 0.102
C -0.1076 1.0229 -3.7064 -0.055
H 2.5367 -1.9541 3.7294 0.093
N 0.0297 1.6732 -1.5517 0.017
B -1.8240 -0.0372 -2.0581 -0.506
C -2.0731 0.2993 1.5951 -0.068
H 3.2162 -0.3022 3.7241 0.096
H 3.7313 0.8560 0.5966 0.053
C 2.3997 -0.9342 3.3417 -0.102
C 0.8606 1.0722 3.3016 -0.308
H -1.6458 0.2450 2.5926 0.103
H 0.2574 -0.9973 3.3063 0.114
C 0.9246 2.3741 -2.2711 -0.173
C 0.8842 2.0062 -3.6334 -0.032
H -3.3885 -2.1397 -3.3095 0.156
H 3.6478 1.4596 -1.0381 0.073
N -1.3448 0.0956 0.4755 0.137
C -3.4631 0.5289 -0.1288 0.075
H -4.2825 0.6478 -0.8237 0.160
H 2.5018 -0.9921 2.2497 0.043
H -0.0932 -0.1052 5.6088 0.085
Hg 1.3022 1.3379 1.2513 1.246
C 3.0491 0.9676 -0.2617 -0.110
H -2.7460 0.2903 -2.7515 0.126
N -2.2212 0.2195 -0.5749 0.016
H 0.0771 -4.2676 -1.8156 0.133
H 1.5905 3.0967 -1.8082 0.109
H -2.2666 -4.6519 -3.1329 0.138
H -4.2058 0.8683 1.9309 0.141
C 0.9008 -0.4487 5.2908 -0.068
H 1.6516 0.2021 5.7651 0.096
N -0.6023 0.8237 -2.4550 -0.049
H -0.4997 0.4814 -4.5563 0.129
H 1.5461 1.7189 3.8624 0.062
N -0.4864 -2.1993 -1.8175 0.179
H 2.1906 1.7540 -0.1574 -0.084
C 1.0394 -0.3719 3.7634 -0.549
H 1.0516 -1.4735 5.6566 0.093
H 2.7247 0.0059 -0.6692 0.063
```

## Properties
**Net charge**: +2
**Calculated total energy**: -1053.32327 a.u.
**Orbital gap (alpha / beta)**: 0.1530 / 0.1607 Ha

***

# 2
Density functional theory data (ωB97M-V/def2-TZVPD) for 3 unconnected molecules or ions with the total composition C3H10NO4 at a distorted geometry.

```
18
Properties=species:S:1:pos:R:3:lowdin_charge:R:1
C -0.6975 -0.2015 0.8398 -0.386
O -1.3134 0.9593 0.3750 -0.282
H 2.8699 -0.1090 -1.2177 0.062
H 2.4932 1.4190 -0.4009 0.117
O -1.2771 0.6615 -2.2440 -0.164
C 1.8489 -0.1466 0.6530 -0.628
O 2.0324 -0.0286 1.8353 0.023
O -3.2478 -0.6198 0.8864 -0.256
C 2.8683 0.3605 -0.2525 -0.029
H -0.4452 -0.1144 2.0138 0.146
N 0.6235 -0.5588 0.1945 0.055
H -1.1953 0.7499 -1.2266 -0.021
H -2.5183 0.1051 0.5550 -0.012
H -1.1823 -1.2110 0.7623 0.100
H -3.6762 -0.7879 -0.0612 0.062
H 3.8458 0.3866 0.2702 0.088
H 0.6216 -0.6156 -0.8225 0.103
H -1.6506 -0.2487 -2.1596 0.019
```

## Properties
**Net charge**: -1
**Calculated total energy**: -476.04146 a.u.
**Orbital gap**: 0.3071 Ha

***

# 3
Density functional theory data (ωB97M-V/def2-TZVPD) for a gas-phase ion, C5H13N (charge +1) at a distorted geometry.

```
19
Properties=species:S:1:pos:R:3:lowdin_charge:R:1
H 3.7799 0.8862 0.9568 0.094
N 0.5148 -0.3611 -0.1511 0.175
H 1.9392 1.2458 -0.6907 0.084
C 1.6573 0.6999 0.1582 -0.090
H 3.5727 -0.4763 -0.1829 0.086
H -1.7511 -1.6459 0.0881 0.116
H -0.7775 0.7046 -1.5976 0.176
C -1.9536 -0.7108 -0.3436 -0.285
H -0.4213 -1.0155 -1.7689 0.164
H -2.9957 1.2068 -0.2892 0.102
C -2.5674 0.4136 0.3420 -0.099
H 2.9345 -0.5754 1.5672 0.072
H -1.8663 0.7817 1.1460 0.099
C -0.6953 -0.2748 -0.9871 -0.172
H -2.6785 -1.0568 -0.9690 0.101
H 0.5611 -1.2890 0.2337 0.151
H 1.1312 1.4313 0.9443 0.174
H -3.4618 -0.0192 0.8721 0.110
C 3.0778 0.0548 0.6719 -0.058
```

## Properties
**Net charge**: +1
**Multiplicity**: 2
**Calculated total energy**: -252.69282 a.u.
**Orbital gap (alpha / beta)**: 0.4614 / 0.3141 Ha

***

# 4
Density functional theory data (ωB97M-V/def2-TZVPD) for a molecular structure, C23H55BCrF4N2O16 at a distorted geometry.

```
102
Properties=species:S:1:pos:R:3:lowdin_charge:R:1
H 4.1953 3.3207 -1.4275 0.099
F 4.1921 -0.8700 -2.1738 0.101
H 2.1517 0.0596 0.9808 0.033
C -4.2788 -4.6570 -1.9188 0.005
C 3.9951 5.7318 -5.5871 -0.005
H 5.2690 0.6744 1.7019 0.105
H -10.0203 -0.2354 1.8214 0.083
H 4.6240 2.8088 1.0782 0.071
H -9.4790 1.3697 2.4723 0.084
C 3.9852 4.7308 -3.4061 -0.603
O 3.9485 -1.1301 3.1513 0.076
H 1.1986 -7.2412 2.2228 0.089
H 3.2462 -2.5163 -0.1428 0.137
H 4.9322 5.3147 -5.9467 0.100
H 1.1162 1.2090 1.7505 0.089
N 3.6006 -1.8980 0.5803 0.312
H -3.1419 1.5761 -2.3215 0.083
C 4.1241 2.5505 2.0153 -0.038
O -0.7744 -3.3782 -0.0038 0.001
H -3.4005 3.0354 2.2341 0.100
H 1.9676 2.8592 -0.3885 0.033
H 4.2947 3.3960 2.6786 0.093
H 3.8641 -2.5953 5.2087 0.092
O -5.3413 0.4455 0.7969 0.099
H -7.7907 -0.6298 2.5538 0.129
H 1.2428 1.0393 -0.8288 0.070
O -0.4803 -4.5031 1.9382 0.071
C 0.4710 0.4810 -0.2817 -0.568
H -4.1183 3.6155 0.6786 0.104
H -3.5068 1.9291 0.9318 0.058
C -3.2672 -0.2801 -3.3856 -0.163
H 4.0670 4.5804 -0.1806 0.119
H 2.5090 1.0866 -3.7047 0.163
F 5.2872 1.1294 -2.3144 0.202
H -2.0441 -1.2008 0.8515 0.082
H -0.3763 -7.5886 1.5544 0.088
O -5.3145 2.4406 1.8337 0.021
H 2.7729 -0.0278 -2.5295 0.089
H -4.9226 -5.3879 -2.3996 0.110
H 3.7169 6.6918 -6.0025 0.099
H 2.5604 -1.7652 5.9954 0.099
O -7.0774 1.2666 2.0267 0.054
B 4.7118 0.2346 -1.4678 -1.296
C -5.8631 1.2887 1.4768 -0.590
H 1.7331 4.5416 -0.1790 0.086
C -0.7211 1.4154 -0.1634 -0.042
H -0.5297 2.4691 0.0369 0.094
C -9.3410 0.6052 1.7049 -0.057
C -4.0196 2.7855 1.3728 -0.030
C 3.6271 -1.6971 5.7807 -0.041
O -4.0503 -1.4792 -3.2476 0.071
H 3.8955 -1.0283 0.1240 0.074
H 6.0026 1.8368 2.6715 0.135
O 4.5536 0.9676 3.7664 0.063
F 5.6489 -0.2438 -0.5303 0.126
H 0.0450 -5.6404 0.3208 0.120
O -4.4128 -3.5261 -2.7982 0.056
C -3.6196 0.6075 -2.1764 -0.037
H -3.3078 -0.0004 -1.3311 0.066
C -7.8903 0.1396 1.7869 -0.229
H -1.1298 1.5020 -1.1771 0.067
H -7.6970 -0.2923 0.8017 0.119
C 4.1395 -0.2756 3.9903 -0.577
H 1.3831 -5.1007 1.4343 0.126
H -3.4306 -2.2061 0.4572 0.093
H 1.3210 0.6719 -2.5812 0.105
H -9.5376 1.1273 0.7683 0.080
H -3.2715 -5.0639 -1.8389 0.090
O 4.2604 3.6207 -3.7449 0.132
O -2.0490 -3.0786 1.8248 0.083
H -3.3268 -1.4816 2.0067 0.109
H -1.4944 1.0067 0.4844 0.068
C 0.3707 -5.5018 1.3554 -0.198
C -3.5861 -2.5258 -2.6199 -0.582
F 3.6628 0.8379 -0.7202 0.100
Cr -0.0479 -2.5954 -1.9131 1.152
H 1.6504 3.8843 -1.7972 0.083
C -2.7176 -1.9616 1.2439 0.001
N 2.0531 0.3167 -3.2062 0.327
O 4.0581 -0.4435 5.2885 0.053
O -2.5205 -2.5662 -1.9957 0.009
C 3.6513 4.2172 -1.1171 -0.216
H -4.6840 0.8289 -2.2023 0.094
H -4.6183 -4.4096 -0.9143 0.106
O 0.0766 -0.6973 -0.9182 -0.306
H 3.0779 2.2788 1.9166 0.056
H -3.6618 0.1143 -4.3216 0.134
C 5.0207 1.3937 2.4844 -0.183
H 0.5915 -0.4221 1.7435 0.091
H 1.6910 -0.4055 -3.8162 0.138
H 4.4610 -2.2523 1.0042 0.156
H 4.1348 -1.8849 6.7259 0.103
C 1.1013 0.3194 1.1211 -0.031
C -1.0826 -3.6269 1.1471 -0.567
H 3.2299 5.0006 -5.8577 0.090
C 0.2096 -6.8146 2.0499 -0.050
C 2.1990 3.8173 -0.8536 -0.053
O 3.9394 5.8203 -4.1481 0.011
H 2.8778 -1.7555 1.2872 0.105
H -2.2146 -0.5313 -3.5234 0.106
O 3.7305 5.1682 -2.1523 0.043
H -0.2816 -6.7474 3.0225 0.096
```

## Properties
**Net charge**: +2
**Multiplicity**: 5
**Calculated total energy**: -3691.14951 a.u.
**Orbital gap (alpha / beta)**: 0.2184 / 0.2403 Ha